Entry 1:
Entry from the Open Molecules 2025 dataset: one molecule with the formula C20H24FN3OS (wB97M-V/def2-TZVPD).

Geometry as ORCA input:
```
! RIJCOSX wB97M-V def2-TZVPD def2/J DEFGRID3
* xyz 0 1
S 3.309 3.093 0.941
F -1.437 1.742 0.807
O 0.945 0.359 -2.000
N -0.624 -2.459 0.324
N -2.876 -0.808 0.952
N 2.076 -1.218 -0.846
C -1.801 -2.456 -0.524
C 1.246 -2.275 -1.377
C -1.666 -0.813 1.744
C -3.035 -2.102 0.319
C 4.024 1.333 -0.775
C -3.341 0.334 0.323
C -3.229 2.691 -0.318
C -5.174 1.435 -0.856
C 0.546 -3.088 -0.266
C 2.982 -3.069 0.473
C -0.444 -1.126 0.876
C -4.620 0.325 -0.257
C 3.061 -1.580 0.155
C -4.481 2.633 -0.898
C 2.129 1.981 0.373
C 1.556 -3.476 0.835
C 4.511 2.376 -0.058
C 1.814 0.062 -1.199
C -2.681 1.570 0.273
C 2.646 1.098 -0.522
H 3.328 -3.650 -0.383
H -2.647 3.600 -0.323
H -1.547 0.130 2.271
H 2.885 -0.998 1.069
H 4.608 0.765 -1.477
H -4.906 3.506 -1.368
H 0.173 -4.002 -0.744
H 1.267 -2.993 1.769
H -3.916 -2.119 -0.319
H -6.161 1.365 -1.287
H -3.153 -2.850 1.109
H 1.852 -2.949 -1.993
H -5.203 -0.582 -0.212
H 1.519 -4.552 1.007
H 0.506 -1.800 -2.024
H -1.935 -3.452 -0.954
H -1.776 -1.609 2.489
H -0.365 -0.364 0.088
H 5.506 2.774 -0.056
H 0.456 -1.090 1.490
H 1.121 2.041 0.733
H 3.651 -3.283 1.308
H -1.719 -1.724 -1.347
H 4.068 -1.335 -0.204
*
```

Computed properties:
HOMO energy ... -7.56 eV
SMILES string ... O=C(c1ccsc1)N1CCC[C@@H](N2CCN(c3ccccc3F)CC2)C1
DFT total energy ... -41199.9605 eV
Kohn-Sham gap ... 8.268 eV
Maximum force ... 0.57 eV/Å

Entry 2:
Entry from the Open Molecules 2025 dataset: one molecule with the formula C20H24FN5 (wB97M-V/def2-TZVPD).

Geometry as ORCA input:
```
! RIJCOSX wB97M-V def2-TZVPD def2/J DEFGRID3
* xyz 0 1
F -1.743 -2.644 4.358
N 0.975 5.736 -0.889
N 0.358 -1.540 -0.125
N 2.424 -1.018 1.083
N 1.745 2.931 -0.282
N -0.095 0.552 -0.909
C 3.052 1.277 0.912
C 0.775 5.127 0.431
C -1.725 -3.233 3.143
C 1.965 1.601 0.132
C 3.314 -0.034 1.366
C 1.129 3.273 -1.602
C -0.524 -0.703 -0.878
C -1.576 -2.278 -2.606
C -1.700 -0.983 -1.753
C 1.384 -0.703 0.302
C -0.829 -2.758 2.203
C 1.299 4.790 -2.006
C -2.436 -4.983 1.642
C -2.539 -4.357 2.893
C 0.386 -3.001 0.022
C -2.996 -0.997 -0.888
C 1.783 4.012 0.706
C -1.506 -4.526 0.714
C 1.082 0.544 -0.166
C -0.689 -3.412 0.973
H 0.759 5.050 -2.914
H 1.602 2.650 -2.387
H -0.180 -1.939 2.500
H -3.076 -5.817 1.402
H -3.854 -1.385 -1.435
H 0.312 -3.523 -0.956
H 1.666 6.457 -0.841
H 1.617 3.574 1.675
H -3.156 -4.775 3.663
H -2.275 -2.213 -3.448
H 2.347 4.907 -2.209
H -0.539 -2.459 -2.935
H -2.926 -1.541 0.048
H -1.834 -0.131 -2.402
H -3.244 0.024 -0.643
H 4.197 -0.210 1.925
H 1.338 -3.322 0.515
H 2.773 4.468 0.678
H -0.198 4.716 0.520
H 0.042 3.038 -1.600
H -1.425 -5.035 -0.262
H 3.710 2.071 1.158
H 0.863 5.912 1.198
H -1.831 -3.187 -2.022
*
```

Computed properties:
HOMO energy ... -7.73 eV
SMILES string ... CC(C)c1nc2c(N3CCNCC3)ccnc2n1Cc1cccc(F)c1
DFT total energy ... -31297.0909 eV
Kohn-Sham gap ... 8.512 eV
Maximum force ... 3.57 eV/Å

Entry 3:
Entry from the Open Molecules 2025 dataset: C20H24N2O4P2Sm as an isolated structure (wB97M-V/def2-TZVPD).

Geometry as ORCA input:
```
! RIJCOSX wB97M-V def2-TZVPD def2/J DEFGRID3
* xyz 1 6
Sm -1.288 0.377 0.208
P -1.199 -1.732 1.881
P 0.265 2.301 1.416
O -5.152 1.053 1.164
O -2.079 3.233 -2.176
O -3.347 1.207 -0.157
O -3.632 2.564 1.684
N 0.554 -0.401 -0.727
N -4.122 1.670 0.972
C 0.532 -1.719 -1.121
C 0.269 -4.344 -2.071
C 0.358 -2.774 -0.187
C 0.538 2.322 3.193
C 0.705 -1.982 -2.509
C 1.147 -0.974 -3.359
C 2.553 2.547 -1.611
C 0.378 -2.510 1.312
C 0.479 -3.304 -2.968
C 0.130 3.990 0.791
C 2.114 1.272 -3.615
C 1.512 0.264 -2.832
C -2.457 -3.021 1.491
C 2.577 2.434 -3.021
C -0.953 -1.718 3.682
C 0.275 -4.077 -0.687
C 1.317 0.501 -1.436
C 1.917 1.769 0.756
C 1.917 1.608 -0.780
C -1.509 2.272 -1.781
H -0.040 -1.111 3.856
H 2.995 3.252 -3.630
H 0.133 -4.877 0.059
H -2.329 -3.897 2.136
H 1.300 3.079 3.393
H 0.067 -5.389 -2.386
H 2.582 2.608 1.046
H -3.446 -2.546 1.648
H 0.857 1.334 3.544
H 0.236 4.023 -0.297
H 1.193 -1.829 1.624
H 0.456 -3.446 1.881
H 0.502 -3.480 -4.039
H 0.933 4.540 1.284
H -0.412 2.590 3.663
H 3.004 3.433 -1.146
H 1.248 -1.189 -4.429
H -1.805 -1.206 4.155
H -0.855 4.357 1.097
H 2.143 1.102 -4.685
H -2.384 -3.292 0.430
H -1.579 1.046 -2.000
H 2.231 0.810 1.224
H -0.827 -2.739 4.061
*
```

Computed properties:
<S²> ... 9.075
HOMO energy (alpha / beta) ... -9.22 / -10.19 eV
DFT total energy ... -68770.3690 eV
Kohn-Sham gap (alpha / beta) ... 4.460 / 5.616 eV
Maximum force ... 4.27 eV/Å

Entry 4:
Entry from the Open Molecules 2025 dataset: one molecule with the formula C20H24N2O5S (wB97M-V/def2-TZVPD).

Geometry as ORCA input:
```
! RIJCOSX wB97M-V def2-TZVPD def2/J DEFGRID3
* xyz 0 1
S 2.938 -2.486 0.771
O 2.243 -2.582 2.017
O 1.970 2.550 0.924
O 4.359 3.065 -0.614
O -2.452 1.859 0.319
O 4.038 -3.371 0.535
N -3.913 0.154 0.220
N 1.825 -2.742 -0.492
C -2.672 0.667 0.166
C 4.805 0.807 -0.588
C 3.644 4.242 -0.298
C 4.544 -0.512 -0.270
C -5.063 1.025 0.413
C 0.767 2.249 1.600
C -0.713 -0.124 -1.155
C -5.759 -1.036 -0.575
C -6.266 0.090 0.324
C -0.185 -2.138 0.668
C 2.793 1.533 0.552
C 2.549 0.203 0.874
C -1.560 -0.306 -0.069
C -4.313 -1.199 -0.109
C 0.391 -0.936 -1.333
C 3.416 -0.796 0.469
C 0.681 -1.938 -0.407
C 3.952 1.840 -0.200
C -1.288 -1.326 0.838
C 2.479 -2.895 -1.770
H -4.272 -1.837 0.782
H 5.680 1.079 -1.157
H -7.145 0.589 -0.079
H 4.222 5.048 -0.749
H -3.659 -1.626 -0.871
H -6.334 -1.954 -0.472
H 0.044 -2.912 1.381
H 1.690 -0.081 1.456
H -0.916 0.673 -1.855
H 0.291 3.212 1.777
H 0.957 1.755 2.557
H 0.102 1.635 0.989
H 5.203 -1.312 -0.567
H -6.511 -0.304 1.311
H 1.751 -3.230 -2.508
H 3.580 4.398 0.780
H 2.959 -1.973 -2.119
H -5.782 -0.722 -1.619
H -5.076 1.786 -0.375
H 3.244 -3.657 -1.638
H -1.932 -1.471 1.692
H 1.038 -0.769 -2.179
H 2.639 4.232 -0.722
H -4.985 1.541 1.372
*
```

Computed properties:
HOMO energy ... -8.36 eV
SMILES string ... COc1ccc(S(=O)(=O)N(C)c2ccc(C(=O)N3CCCC3)cc2)cc1OC
DFT total energy ... -45181.6613 eV
Kohn-Sham gap ... 8.956 eV
Maximum force ... 1.19 eV/Å

Question: What is the DFT total energy in the fourth record?
Answer: -45181.6613 eV

Question: Which value of maximum force does entry 2 give?
Answer: 3.57 eV/Å

Question: Number 3 is which compound?
Answer: C20H24N2O4P2Sm

Question: The highest DFT total energy belongs to which entry?
Answer: C20H24FN5